No. 1
The following is a quantum chemistry calculation of C8H16O16Y as an isolated structure, from the OMol25 dataset.

```
41
Properties=species:S:1:pos:R:3:forces:R:3:nbo_charge:R:1
Y -0.661581 -0.851290 -0.423247 -0.53 -0.34 0.12 1.4890
O -0.962851 -6.547520 -2.601057 -0.21 -0.81 -0.62 -0.6808
C -0.953001 -5.277890 -2.258617 3.83 3.83 0.19 0.9183
O -0.028651 -4.461140 -2.488297 3.30 -0.64 -2.49 -0.7557
O -1.771191 -4.764320 -1.558517 -6.29 -0.28 3.30 -0.7539
H -1.830851 -6.717930 -2.228047 -0.53 -1.16 0.03 0.4888
O 0.128409 5.145410 2.442803 1.30 0.81 1.16 -0.6944
C -0.853741 4.314570 2.166503 -2.29 -1.81 -2.43 0.9188
O -2.030261 4.716510 2.339613 0.58 -0.26 0.54 -0.6481
O -0.561861 3.232300 1.603743 0.14 -0.29 0.17 -0.6750
H -0.367111 5.675840 3.071063 0.37 1.18 0.33 0.4842
O -3.683271 -2.091610 5.521853 0.23 -0.36 0.16 -0.6851
C -3.647451 -1.209990 4.521483 -1.89 3.91 -0.50 0.9186
O -2.962701 -1.408760 3.511343 0.81 -0.76 -0.56 -0.6739
O -4.324991 -0.127500 4.630053 0.80 -1.89 0.28 -0.5583
H -3.014851 -2.690870 5.181713 0.24 -0.91 0.38 0.4795
O -6.169541 2.295730 -2.531697 0.19 0.51 0.36 -0.7109
C -5.420201 1.887060 -1.467997 -0.91 -1.60 0.97 0.9221
O -5.819701 2.153310 -0.314397 0.16 0.73 -0.44 -0.6331
O -4.529831 1.074040 -1.715457 1.79 -0.43 -0.52 -0.6364
H -6.857401 2.710660 -2.006067 -0.84 0.59 -0.38 0.4815
C 2.907059 -2.602930 3.654483 2.06 -0.16 -0.99 -0.0840
C 3.279379 -1.126260 3.047573 -0.30 -2.58 2.92 -0.0800
O 3.026259 -1.017880 1.697883 -0.74 0.75 -0.50 -0.7130
O 1.870529 -3.112280 2.889643 -1.83 0.36 -0.62 -0.7286
H 2.757919 -2.625690 4.733993 -0.56 0.77 0.15 0.1588
H 3.667729 -3.374820 3.537573 1.13 0.42 -0.11 0.1374
H 4.269819 -0.805760 3.370693 0.38 -0.36 -0.34 0.1641
H 2.647729 -0.574230 3.743543 -0.64 0.97 -1.22 0.1910
H 3.705759 -1.415260 1.148363 0.19 -0.15 0.36 0.4808
H 1.556019 -3.958240 3.216793 0.12 0.04 0.16 0.4772
C 2.226869 2.647320 -3.885817 -0.73 0.33 -1.14 -0.0895
C 3.152919 2.592980 -5.164887 -1.61 -0.52 1.67 -0.0918
O 4.015849 1.498580 -5.020397 0.85 -0.36 0.34 -0.7143
O 1.224999 1.608930 -3.857347 1.09 -0.79 0.42 -0.7301
H 1.544369 3.495340 -3.829437 0.93 1.01 -0.44 0.1795
H 2.841709 2.680990 -2.986407 -0.16 -0.64 0.03 0.1910
H 3.715509 3.522760 -5.249327 -0.28 0.20 -0.30 0.1709
H 2.509589 2.314190 -5.999447 -0.21 0.93 -0.44 0.1562
H 4.641159 1.548750 -5.747087 0.13 -0.23 0.02 0.4648
H 0.761449 1.646920 -4.697157 -0.08 0.01 -0.04 0.4646
```
Positions in Å, forces in eV/Å.

Summary:
LUMO level: -3.3 eV
Total charge: -1


No. 2
The following is a quantum chemistry calculation of C8H16O8Rb as an isolated structure, from the OMol25 dataset.

```
33
Properties=species:S:1:pos:R:3:forces:R:3:nbo_charge:R:1
Rb -1.008867 0.651250 -1.044581 0.61 0.58 -0.03 0.6289
O 0.910610 4.385096 -2.173833 -0.11 -0.31 0.79 -0.8688
C 1.519105 3.537762 -1.331361 0.17 0.88 -2.10 -0.0098
C 1.852224 3.910046 0.172265 -0.44 2.08 1.17 -0.0311
O 2.077124 5.194215 0.480923 0.25 -0.73 -0.46 -0.8350
H 2.512854 3.229605 -1.767022 0.37 -0.05 0.11 0.0531
H 0.931968 2.594336 -1.299160 -0.20 -1.05 0.62 -0.0095
H 2.709378 3.279548 0.510814 -0.02 -0.65 -0.18 0.0565
H 0.931593 3.579663 0.748004 -0.36 -0.61 0.03 0.0482
C -3.670598 -3.537487 -0.114349 0.37 0.14 -0.71 -0.2566
O -4.047289 -2.710885 0.972954 -0.75 -0.46 0.35 -0.4899
C -3.497131 -1.520779 1.062470 0.07 0.33 -0.39 1.0052
O -2.476082 -1.186883 0.515147 0.37 0.01 -0.25 -0.7002
O -4.269802 -0.755636 1.803041 -0.61 -0.11 0.47 -0.4808
C -3.871438 0.585012 2.027581 1.18 0.74 0.52 -0.2712
H -4.215543 -4.466410 0.002354 0.17 -0.11 0.17 0.2014
H -2.590420 -3.669351 -0.168829 -0.04 -0.22 0.24 0.1969
H -3.969716 -3.088224 -1.066227 -0.10 0.11 0.15 0.1860
H -2.904546 0.769142 1.558340 -0.27 0.14 -0.22 0.2042
H -3.682769 0.767200 3.087795 -0.30 -0.36 0.06 0.1985
H -4.622840 1.296627 1.701352 -0.15 -0.26 -0.30 0.2012
C 4.030316 0.766353 -0.579745 0.08 1.38 -0.52 -0.2885
O 3.837901 -0.633850 -0.395322 0.92 -0.50 0.29 -0.4829
C 2.611163 -1.061675 -0.448101 -0.27 0.37 -0.77 0.9960
O 1.637520 -0.363887 -0.570450 -0.78 -0.08 0.23 -0.6907
O 2.598215 -2.395134 -0.457953 0.39 -0.27 0.45 -0.4986
C 1.330777 -3.009395 -0.339998 -0.27 -0.56 -0.10 -0.2558
H 3.761675 1.373795 0.283315 -0.25 -0.32 0.12 0.2195
H 3.454524 1.139845 -1.427755 -0.18 -0.10 0.14 0.2212
H 5.075695 0.965738 -0.807487 0.09 -0.52 0.13 0.1887
H 0.833516 -3.074276 -1.310342 -0.06 0.28 0.03 0.1778
H 0.694398 -2.517641 0.393787 0.02 0.14 -0.09 0.1969
H 1.516486 -4.033714 -0.017633 0.10 0.08 0.07 0.1892
```
Positions in Å, forces in eV/Å.

Summary:
LUMO level: 1.3 eV
Energy above the lowest of the compared OMol25 structures with the same formula, charge and spin: 2.980 eV
Total charge: -1


No. 3
The following is a quantum chemistry calculation of C8H17AlF4IN6O3P as an isolated structure, from the OMol25 dataset.

```
41
Properties=species:S:1:pos:R:3:forces:R:3:nbo_charge:R:1
N 3.698414 3.407302 0.633912 -0.30 -2.55 2.72 -0.6104
C 3.611036 2.489325 1.586571 0.73 1.59 -1.51 0.1119
C 2.343608 1.490669 1.723389 0.22 3.28 0.40 -0.3049
N 2.238454 0.507530 0.605426 -2.79 0.33 -0.90 -0.4920
C 1.379646 1.028183 -0.479024 -2.54 -2.73 -0.47 0.8509
N 1.681605 2.091188 -1.264103 0.21 0.81 0.24 -0.9391
N 0.070542 0.392639 -0.719406 4.90 1.91 2.77 -0.5381
C -0.401552 -0.021441 0.643601 -2.40 0.58 1.91 0.2527
C -1.982380 -0.396887 0.694478 0.43 0.45 0.34 -0.4313
C -2.928026 0.788214 0.163485 -0.57 -0.26 -0.20 -0.5347
C -4.417618 0.148959 -0.001090 -1.69 1.05 -3.17 0.6852
N -4.992027 -0.690431 1.089030 1.55 0.78 -1.14 -0.8693
O -5.053351 0.340529 -1.074442 2.69 -0.89 4.60 -0.4836
O 0.404144 -1.017452 1.277122 0.22 1.46 -0.98 -0.5203
C 1.805509 -0.847721 1.000786 0.45 -3.09 0.72 0.2844
N 2.543244 -1.433079 2.159884 -0.75 1.52 -0.31 -0.8633
P 2.283882 -1.975951 -0.510245 1.46 -0.06 -2.02 0.7600
O 3.593885 -3.021728 -0.038193 -1.41 1.19 0.13 -0.9860
I 0.278548 -3.259477 -1.079495 0.61 0.11 0.49 0.0485
H 4.591166 3.922281 0.747991 -0.65 -0.35 -0.04 0.3575
H 4.477741 2.451318 2.343299 -1.56 -0.46 -0.86 0.1833
H 2.328746 1.060677 2.774794 0.07 -0.12 -1.73 0.2829
H 1.419141 2.186956 1.652124 1.49 -0.94 0.40 0.2063
H 1.987035 2.003737 -2.242987 -0.47 -0.13 0.87 0.4661
H 1.548667 3.037253 -0.869900 0.74 -0.86 -0.35 0.4524
H -0.552682 1.081377 -1.168182 0.33 -0.82 -0.41 0.4541
H -0.318816 0.930032 1.304837 -0.20 -1.38 -0.92 0.1461
H -2.231119 -1.347595 0.116945 0.66 1.20 0.70 0.2646
H -2.231348 -0.533060 1.816007 0.58 -0.04 -1.83 0.2291
H -2.663250 1.170325 -0.888920 -0.42 -0.75 1.51 0.2512
H -2.959605 1.702828 0.873363 0.06 -1.57 -0.95 0.2225
H -4.533098 -1.616320 0.948661 -0.69 0.70 0.45 0.3895
H -4.710286 -0.295917 2.004120 0.03 -0.56 -0.71 0.3625
H 2.199077 -2.393332 2.328199 0.43 0.83 -0.28 0.4071
H 3.560580 -1.409008 2.018903 -0.74 -0.34 -0.11 0.3885
H 4.418710 -2.740184 -0.491917 -0.97 -0.10 0.14 0.5059
F -1.410722 -2.471218 -5.191031 -1.03 0.70 1.48 -0.7894
Al -2.500213 -1.847165 -3.939693 -0.46 -0.14 -0.74 2.1941
F -4.108995 -1.579083 -4.630417 1.84 -0.27 0.86 -0.7848
F -1.858665 -0.310426 -3.307766 -0.38 -1.26 -0.17 -0.8095
F -2.609627 -3.023849 -2.610117 0.35 1.17 -0.92 -0.8006
```
Positions in Å, forces in eV/Å.

Summary:
LUMO level: -2.9 eV


> The highest LUMO level belongs to which entry?

C8H16O8Rb


> Which value of LUMO level does entry 2 give?

1.3 eV